Here is a single C3H2N4O molecule in a non-equilibrium geometry from the Open Molecules 2025 dataset. Energies are from ωB97M-V/def2-TZVPD.

Last column: Löwdin charge in e.
Geometry (Å):
1 O 2.341 0.316 -0.540  0.110
2 C 1.249 0.023 -0.098  -0.424
3 C 0.507 0.733 1.033  -0.008
4 N -0.711 1.138 0.883  0.047
5 N -1.351 1.157 -0.339  0.024
6 N -1.442 0.068 -0.971  0.050
7 C -0.737 -1.089 -0.684  -0.194
8 N 0.515 -1.133 -0.476  0.160
9 H 0.911 0.839 2.004  0.105
10 H -1.282 -2.051 -0.809  0.130

For the energy above the lowest of the compared OMol25 structures with the same formula, charge and spin, the calculation gives 173.0 kJ/mol. The molar mass comes out at 110.08 g mol⁻¹. Its total energy is -11147.479 eV. As for the structure (SMILES): O=c1cnnncn1. As for the HOMO energy: -10.15 eV. The value obtained for the HOMO-LUMO gap is 8.98 eV.

***

Here is a single C3H2N4O molecule in a non-equilibrium geometry from the Open Molecules 2025 dataset. Energies are from ωB97M-V/def2-TZVPD.

Last column: Löwdin charge in e.
Geometry (Å):
1 O -0.863 -0.983 1.848  0.157
2 C -0.771 -0.959 0.675  -0.539
3 N 0.312 -1.736 0.025  0.111
4 N 1.159 -0.948 -0.507  0.046
5 C 1.050 0.434 -0.020  -0.125
6 C -0.028 1.172 -0.404  -0.089
7 N -1.110 0.420 -1.088  0.043
8 N -1.628 -0.524 -0.432  0.117
9 H 2.117 0.845 0.272  0.152
10 H -0.236 2.279 -0.368  0.128

For the energy above the lowest of the compared OMol25 structures with the same formula, charge and spin, the calculation gives 317.7 kJ/mol. The molar mass comes out at 110.08 g mol⁻¹. Its total energy is -11145.980 eV. As for the structure (SMILES): O=c1nnccnn1. As for the HOMO energy: -9.74 eV. The value obtained for the HOMO-LUMO gap is 8.51 eV.

***

Here is a single C3H2N4O molecule in a non-equilibrium geometry from the Open Molecules 2025 dataset. Energies are from ωB97M-V/def2-TZVPD.

Last column: Löwdin charge in e.
Geometry (Å):
1 O -2.158 -0.374 0.188  0.129
2 C -1.148 -0.203 -0.447  -0.441
3 C -0.233 1.150 -0.513  -0.034
4 N 0.703 1.107 0.320  0.082
5 C 0.845 -0.030 1.111  -0.181
6 N 1.005 -1.174 0.514  0.049
7 N 0.637 -1.452 -0.752  -0.011
8 N -0.382 -1.021 -1.244  0.093
9 H -0.448 1.947 -1.393  0.164
10 H 1.180 0.051 2.217  0.152

For the energy above the lowest of the compared OMol25 structures with the same formula, charge and spin, the calculation gives 253.4 kJ/mol. The molar mass comes out at 110.08 g mol⁻¹. Its total energy is -11146.645 eV. As for the structure (SMILES): O=c1cncnnn1. As for the HOMO energy: -9.82 eV. The value obtained for the HOMO-LUMO gap is 9.26 eV.

***

Here is a single C3H2N4S molecule in a non-equilibrium geometry from the Open Molecules 2025 dataset. Energies are from ωB97M-V/def2-TZVPD.

Last column: Löwdin charge in e.
Geometry (Å):
1 C -1.401 -0.200 0.117  -0.136
2 C -0.524 1.036 -0.185  -0.116
3 N 0.707 1.310 -0.018  0.039
4 N 1.322 0.255 0.684  -0.258
5 S 2.961 -0.379 -0.070  0.877
6 C 1.221 -0.865 0.045  -0.728
7 N 0.261 -1.726 -0.164  0.051
8 N -1.075 -1.413 0.114  0.021
9 H -2.500 0.019 0.196  0.114
10 H -0.973 1.961 -0.719  0.136

For the energy above the lowest of the compared OMol25 structures with the same formula, charge and spin, the calculation gives 383.9 kJ/mol. The molar mass comes out at 126.14 g mol⁻¹. Its total energy is -19933.288 eV. As for the structure (SMILES): c1cnn2sc-2nn1. As for the HOMO energy: -9.91 eV. The value obtained for the HOMO-LUMO gap is 9.17 eV.

***

Here is 2 unconnected molecules or ions with the total composition C3H2NO2S2 in a non-equilibrium geometry from the Open Molecules 2025 dataset. Energies are from ωB97M-V/def2-TZVPD.

Last column: Löwdin charge in e.
Geometry (Å):
1 C -2.025 -0.317 0.184  0.029
2 C -2.937 -1.055 -0.059  0.011
3 C 1.849 -0.025 -0.630  -0.212
4 N 1.689 -1.091 -0.192  -0.739
5 O 2.337 2.835 -0.470  -0.501
6 O 0.351 1.739 0.460  -0.531
7 S 1.770 -2.554 0.363  0.350
8 S 1.796 1.796 0.380  0.679
9 H -1.111 0.170 0.380  -0.024
10 H -3.718 -1.500 -0.416  -0.062

For the energy above the lowest of the compared OMol25 structures with the same formula, charge and spin, the calculation gives 337.0 kJ/mol. The molar mass comes out at 148.19 g mol⁻¹. Its total energy is -30396.479 eV. As for the total charge: -1. As for the HOMO energy: -4.24 eV. The value obtained for the HOMO-LUMO gap is 7.74 eV.

***

Here is a gas-phase ion, C3H2NO3 (charge -1) in a non-equilibrium geometry from the Open Molecules 2025 dataset. Energies are from ωB97M-V/def2-TZVPD.

Last column: Löwdin charge in e.
Geometry (Å):
1 O -0.425 0.643 -2.369  -0.066
2 C 0.203 -0.176 -1.723  -0.454
3 N 0.837 -0.061 -0.523  0.124
4 C 0.674 0.098 0.751  -0.628
5 O 1.477 0.273 1.623  -0.009
6 C -0.783 0.134 1.276  -0.225
7 O -1.638 -0.662 1.118  0.052
8 H 0.428 -1.097 -2.315  0.095
9 H -0.774 0.847 2.162  0.112

For the energy above the lowest of the compared OMol25 structures with the same formula, charge and spin, the calculation gives 123.4 kJ/mol. The molar mass comes out at 100.05 g mol⁻¹. Its total energy is -10776.490 eV. As for the total charge: -1. As for the structure (SMILES): O=C/N=C(/[O-])C=O. As for the HOMO energy: -4.34 eV. The value obtained for the HOMO-LUMO gap is 8.56 eV.

***

Here is a molecular structure, C3H2NO4S in a non-equilibrium geometry from the Open Molecules 2025 dataset. Energies are from ωB97M-V/def2-TZVPD.

Last column: Löwdin charge in e.
Geometry (Å):
1 C 2.543 -0.474 -0.190  -0.054
2 C 1.367 -0.898 -0.087  -0.313
3 C -1.860 1.496 0.123  -0.826
4 N 0.295 -1.507 0.056  -0.075
5 O -2.642 0.855 -0.671  -0.141
6 O -1.889 2.687 0.410  0.018
7 O -2.156 -1.471 0.594  -0.420
8 O -0.905 0.630 0.573  -0.198
9 S -1.285 -0.733 -0.256  0.894
10 H 3.219 -0.500 -1.068  0.053
11 H 3.314 -0.086 0.514  0.060

For the energy above the lowest of the compared OMol25 structures with the same formula, charge and spin, the calculation gives 195.8 kJ/mol. The molar mass comes out at 148.12 g mol⁻¹. Its total energy is -23658.256 eV. As for the total charge: -1. As for the HOMO energy: -4.77 eV. The value obtained for the HOMO-LUMO gap is 8.25 eV.

***

Here is a gas-phase ion, C3H2NOS (charge -1) in a non-equilibrium geometry from the Open Molecules 2025 dataset. Energies are from ωB97M-V/def2-TZVPD.

Last column: Löwdin charge in e.
Geometry (Å):
1 C 1.098 0.633 0.351  -0.653
2 C -0.779 -0.918 0.046  -0.302
3 C 0.342 -0.425 0.595  -0.184
4 N -1.638 0.925 -1.074  0.118
5 O -1.758 -0.233 -0.475  -0.211
6 S 2.423 0.418 -0.904  0.154
7 H 1.372 1.448 1.004  0.011
8 H -1.058 -1.849 0.458  0.066

For the energy above the lowest of the compared OMol25 structures with the same formula, charge and spin, the calculation gives 618.5 kJ/mol. The molar mass comes out at 100.12 g mol⁻¹. Its total energy is -17510.233 eV. As for the total charge: -1. As for the HOMO energy (alpha / beta): -3.07 / -3.04 eV. The value obtained for the HOMO-LUMO gap (alpha / beta) is 6.60 / 6.64 eV.

***

Here is 2 unconnected molecules or ions with the total composition C3H2NOS2 in a non-equilibrium geometry from the Open Molecules 2025 dataset. Energies are from ωB97M-V/def2-TZVPD.

Last column: Löwdin charge in e.
Geometry (Å):
1 C 1.144 -0.136 -0.789  -0.795
2 C -0.464 -0.266 1.955  -0.428
3 C 0.155 -0.147 -1.610  -0.819
4 N -1.116 -0.223 0.939  0.149
5 O -0.147 -0.551 3.072  0.052
6 S 2.478 0.550 -0.103  0.498
7 S -0.608 1.396 -1.637  0.388
8 H -0.254 -1.037 -1.930  0.025
9 H -1.188 0.414 0.104  -0.069

For the energy above the lowest of the compared OMol25 structures with the same formula, charge and spin, the calculation gives 263.5 kJ/mol. The molar mass comes out at 132.19 g mol⁻¹. Its total energy is -28351.115 eV. As for the total charge: -1. As for the HOMO energy: -3.26 eV. The value obtained for the HOMO-LUMO gap is 6.71 eV.

***

Here is 2 unconnected molecules or ions with the total composition C3H2NP in a non-equilibrium geometry from the Open Molecules 2025 dataset. Energies are from ωB97M-V/def2-TZVPD.

Last column: Löwdin charge in e.
Geometry (Å):
1 C -2.695 -0.125 0.036  -0.302
2 C -1.376 0.218 0.005  -0.245
3 C -0.159 0.414 0.071  -0.060
4 N -3.716 -0.634 -0.114  0.150
5 P 2.495 0.611 -0.055  0.771
6 H 2.654 -0.343 -1.127  -0.168
7 H 2.797 -0.141 1.184  -0.145

For the energy above the lowest of the compared OMol25 structures with the same formula, charge and spin, the calculation gives 306.5 kJ/mol. The molar mass comes out at 83.03 g mol⁻¹. Its total energy is -13916.211 eV. As for the HOMO energy (alpha / beta): -10.10 / -10.10 eV. The value obtained for the HOMO-LUMO gap (alpha / beta) is 7.66 / 7.67 eV.

***

Here is a molecular structure, C3H2NP in a non-equilibrium geometry from the Open Molecules 2025 dataset. Energies are from ωB97M-V/def2-TZVPD.

Last column: Löwdin charge in e.
Geometry (Å):
1 C -1.642 0.535 -0.158  -0.313
2 C 1.005 -0.172 -0.118  -0.391
3 C -0.612 -0.143 0.374  -0.582
4 N -2.450 1.158 -0.664  0.170
5 P 0.322 -0.906 1.513  0.942
6 H 1.196 -1.026 -0.855  0.021
7 H 2.182 0.554 -0.092  0.153

For the energy above the lowest of the compared OMol25 structures with the same formula, charge and spin, the calculation gives 166.8 kJ/mol. The molar mass comes out at 83.03 g mol⁻¹. Its total energy is -13917.659 eV. As for the HOMO energy: -9.72 eV. The value obtained for the HOMO-LUMO gap is 8.47 eV.

***

Here is a gas-phase ion, C3H2NS3 (charge -1) in a non-equilibrium geometry from the Open Molecules 2025 dataset. Energies are from ωB97M-V/def2-TZVPD.

Last column: Löwdin spin population.
Geometry (Å):
1 C 0.284 0.097 -0.528  0.051
2 C 0.806 -0.002 -1.855  0.272
3 C 1.401 -1.006 -2.486  0.532
4 N -0.260 -0.890 -0.016  0.078
5 S 0.695 1.433 -2.904  0.672
6 S 4.183 -1.672 -1.601  0.189
7 S 2.669 -1.838 -2.851  0.194
8 H 0.209 1.095 -0.015  0.007
9 H -0.572 -0.936 0.974  0.005

For the energy above the lowest of the compared OMol25 structures with the same formula, charge and spin, the calculation gives 0.0 kJ/mol. The molar mass comes out at 148.26 g mol⁻¹. As for the spin multiplicity: 3. Its total energy is -37136.602 eV. As for the total charge: -1. As for the HOMO energy (alpha / beta): -2.33 / -3.85 eV. The value obtained for the HOMO-LUMO gap (alpha / beta) is 5.76 / 5.57 eV.

***

Here is a single C3H2O molecule in a non-equilibrium geometry from the Open Molecules 2025 dataset. Energies are from ωB97M-V/def2-TZVPD.

Last column: Löwdin charge in e.
Geometry (Å):
1 C -1.193 0.973 0.001  0.057
2 C -0.064 0.058 0.002  -0.246
3 C 1.296 -0.084 -0.006  -0.121
4 O 2.424 -0.316 0.003  0.235
5 H -2.114 0.379 0.000  -0.029
6 H -0.349 -1.009 0.001  0.105

For the energy above the lowest of the compared OMol25 structures with the same formula, charge and spin, the calculation gives 200.3 kJ/mol. The molar mass comes out at 54.05 g mol⁻¹. Its total energy is -5186.116 eV. As for the HOMO energy: -8.51 eV. The value obtained for the HOMO-LUMO gap is 7.88 eV.

***

Here is 2 unconnected molecules or ions with the total composition C3H2O2 in a non-equilibrium geometry from the Open Molecules 2025 dataset. Energies are from ωB97M-V/def2-TZVPD.

Last column: Löwdin charge in e.
Geometry (Å):
1 C 0.410 0.351 0.623  -0.008
2 C -2.011 -0.183 1.353  -0.029
3 C 1.082 -0.298 -0.526  -0.142
4 O -2.783 0.407 0.778  0.041
5 O 0.485 1.028 -0.503  -0.014
6 H 2.127 -0.278 -0.552  0.071
7 H 0.689 -1.027 -1.174  0.082

For the energy above the lowest of the compared OMol25 structures with the same formula, charge and spin, the calculation gives 280.7 kJ/mol. The molar mass comes out at 70.05 g mol⁻¹. Its total energy is -7233.993 eV. As for the HOMO energy: -9.90 eV. The value obtained for the HOMO-LUMO gap is 10.07 eV.

***

Here is a molecular structure, C3H2O2 in a non-equilibrium geometry from the Open Molecules 2025 dataset. Energies are from ωB97M-V/def2-TZVPD.

Last column: Löwdin charge in e.
Geometry (Å):
1 C 1.432 -0.578 -0.120  -0.062
2 C 0.245 -0.159 -0.475  -0.029
3 C -1.486 0.305 0.163  -0.124
4 O -2.444 -0.091 -0.271  0.154
5 O 1.374 0.817 -0.307  -0.122
6 H 2.252 -1.207 0.011  0.087
7 H -1.372 0.914 0.998  0.097

For the energy above the lowest of the compared OMol25 structures with the same formula, charge and spin, the calculation gives 483.4 kJ/mol. The molar mass comes out at 70.05 g mol⁻¹. Its total energy is -7231.893 eV. As for the HOMO energy (alpha / beta): -8.01 / -8.01 eV. The value obtained for the HOMO-LUMO gap (alpha / beta) is 8.27 / 8.27 eV.

***

Here is 2 unconnected molecules or ions with the total composition C3H2O2 in a non-equilibrium geometry from the Open Molecules 2025 dataset. Energies are from ωB97M-V/def2-TZVPD.

Last column: Löwdin spin population.
Geometry (Å):
1 C 0.093 -0.288 0.547  1.242
2 C 2.250 0.536 -0.560  0.106
3 C -1.293 -0.048 0.202  0.256
4 O 3.207 0.626 0.039  0.044
5 O -0.498 -0.983 -0.380  0.340
6 H -2.126 -0.436 0.730  0.006
7 H -1.632 0.592 -0.578  0.005

For the energy above the lowest of the compared OMol25 structures with the same formula, charge and spin, the calculation gives 242.2 kJ/mol. The molar mass comes out at 70.05 g mol⁻¹. As for the spin multiplicity: 3. Its total energy is -7231.070 eV. As for the HOMO energy (alpha / beta): -7.42 / -11.70 eV. The value obtained for the HOMO-LUMO gap (alpha / beta) is 8.52 / 9.44 eV.

***

Here is a molecular structure, C3H2O2Pt in a non-equilibrium geometry from the Open Molecules 2025 dataset. Energies are from ωB97M-V/def2-TZVPD.

Last column: Löwdin spin population.
Geometry (Å):
1 O 0.833 -0.273 0.910  0.340
2 C -0.239 -0.767 0.362  0.115
3 C 0.558 1.408 -0.283  0.114
4 O -0.686 -1.888 0.303  0.155
5 C -0.398 0.669 0.336  0.470
6 Pt -1.651 -2.842 -0.526  0.776
7 H 0.534 1.479 -1.373  0.023
8 H 1.047 2.214 0.272  0.008

For the energy above the lowest of the compared OMol25 structures with the same formula, charge and spin, the calculation gives 0.0 kJ/mol. The molar mass comes out at 265.12 g mol⁻¹. As for the spin multiplicity: 3. Its total energy is -10451.785 eV. As for the total charge: +2. As for the HOMO energy (alpha / beta): -19.64 / -19.79 eV. The value obtained for the HOMO-LUMO gap (alpha / beta) is 6.51 / 5.92 eV.

***

Here is 2 unconnected molecules or ions with the total composition C3H2O2S in a non-equilibrium geometry from the Open Molecules 2025 dataset. Energies are from ωB97M-V/def2-TZVPD.

Last column: Löwdin charge in e.
Geometry (Å):
1 C 0.650 0.043 0.040  0.023
2 C 0.840 0.443 -1.164  -0.313
3 O 0.926 1.031 -2.146  0.136
4 H 1.313 -0.120 0.810  0.036
5 H -0.174 -0.682 -0.051  0.084
6 O -0.167 3.982 -0.399  0.135
7 C -0.614 3.660 -1.389  -0.842
8 S -1.312 3.157 -2.736  0.740

For the energy above the lowest of the compared OMol25 structures with the same formula, charge and spin, the calculation gives 41.3 kJ/mol. The molar mass comes out at 102.11 g mol⁻¹. Its total energy is -18072.449 eV. As for the structure (SMILES): C=C=O.O=C=S. As for the HOMO energy: -9.52 eV. The value obtained for the HOMO-LUMO gap is 10.16 eV.